{
  "formula": "C36H52F2N6",
  "method": "ωB97M-V/def2-TZVPD",
  "homo_lumo_gap_ev": 9.3,
  "smiles": "Fc1ccccc1.Fc1ccccc1.CCCC#N.CCCC#N.CCCC#N.CCCC#N.CCCC#N.CCCC#N",
  "e_homo_ev": -9.1,
  "energy_ev": -52549.98557,
  "largest_force_ha_per_bohr": 0.020,
  "spin_multiplicity": 1,
  "elements": ["F", "C", "C", "C", "C", "C", "C", "H", "H", "H", "H", "H", "F", "C", "C", "C", "C", "C", "C", "H", "H", "H", "H", "H", "C", "C", "C", "C", "N", "H", "H", "H", "H", "H", "H", "H", "C", "C", "C", "C", "N", "H", "H", "H", "H", "H", "H", "H", "C", "C", "C", "C", "N", "H", "H", "H", "H", "H", "H", "H", "C", "C", "C", "C", "N", "H", "H", "H", "H", "H", "H", "H", "C", "C", "C", "C", "N", "H", "H", "H", "H", "H", "H", "H", "C", "C", "C", "C", "N", "H", "H", "H", "H", "H", "H", "H"],
  "positions_angstrom": [[3.209, -0.993, -9.464], [2.859, -1.172, -8.171], [3.331, -0.288, -7.232], [3.029, -0.498, -5.899], [2.254, -1.589, -5.542], [1.762, -2.457, -6.500], [2.050, -2.239, -7.838], [3.920, 0.560, -7.562], [3.387, 0.166, -5.124], [2.077, -1.819, -4.498], [1.189, -3.308, -6.156], [1.694, -2.879, -8.636], [0.975, -6.291, -4.255], [1.410, -5.433, -3.307], [0.735, -4.241, -3.144], [1.147, -3.357, -2.173], [2.263, -3.664, -1.398], [2.941, -4.850, -1.595], [2.515, -5.751, -2.557], [-0.119, -4.046, -3.783], [0.689, -2.390, -2.016], [2.613, -2.966, -0.648], [3.801, -5.139, -1.003], [3.031, -6.681, -2.759], [5.637, -0.593, 0.920], [4.694, -0.850, -0.248], [4.272, 0.431, -0.952], [3.509, 1.299, -0.073], [2.906, 1.947, 0.654], [5.967, -1.548, 1.328], [5.152, -0.025, 1.711], [6.521, -0.067, 0.554], [3.801, -1.372, 0.111], [5.158, -1.519, -0.974], [3.675, 0.244, -1.848], [5.159, 0.953, -1.324], [-5.450, 3.734, 3.749], [-5.956, 2.361, 3.353], [-4.957, 1.241, 3.668], [-3.561, 1.557, 3.383], [-2.470, 1.789, 3.107], [-6.179, 4.518, 3.543], [-4.541, 3.988, 3.198], [-5.178, 3.807, 4.806], [-6.210, 2.364, 2.289], [-6.910, 2.124, 3.828], [-5.175, 0.337, 3.098], [-5.062, 1.006, 4.729], [-6.132, 0.173, 0.278], [-4.770, -0.440, -0.015], [-4.764, -1.943, 0.214], [-3.460, -2.583, 0.048], [-2.439, -3.085, -0.107], [-6.322, 0.049, 1.351], [-6.976, -0.303, -0.218], [-6.107, 1.247, 0.109], [-4.001, 0.039, 0.596], [-4.482, -0.247, -1.053], [-5.468, -2.431, -0.466], [-5.127, -2.186, 1.220], [-0.340, 4.814, 0.654], [0.892, 4.908, -0.223], [1.416, 6.322, -0.442], [1.716, 6.994, 0.822], [1.967, 7.524, 1.808], [-0.704, 3.789, 0.738], [-1.171, 5.411, 0.268], [-0.132, 5.152, 1.671], [0.746, 4.415, -1.189], [1.706, 4.322, 0.218], [0.714, 6.936, -1.008], [2.355, 6.287, -0.998], [0.744, -2.724, 5.282], [1.186, -1.268, 5.322], [0.002, -0.294, 5.429], [-0.839, -0.596, 6.590], [-1.497, -0.845, 7.503], [0.094, -2.995, 6.116], [1.604, -3.394, 5.312], [0.185, -2.959, 4.371], [1.726, -1.039, 4.404], [1.836, -1.127, 6.185], [-0.595, -0.329, 4.518], [0.361, 0.727, 5.569], [0.250, -0.155, 1.065], [-0.842, 0.324, 0.137], [-0.393, 1.244, -1.017], [0.659, 0.629, -1.831], [1.507, 0.179, -2.459], [0.917, 0.660, 1.339], [0.844, -0.922, 0.556], [-0.150, -0.627, 1.961], [-1.653, 0.856, 0.644], [-1.368, -0.512, -0.338], [0.027, 2.184, -0.656], [-1.278, 1.419, -1.627]]
}

---

{
  "formula": "C6H11NS",
  "method": "ωB97M-V/def2-TZVPD",
  "homo_lumo_gap_ev": 9.4,
  "smiles": "C[C@H]1[C@H]2CS[C@@H]1[C@@H]2N",
  "e_homo_ev": -8.5,
  "energy_ev": -18725.19269,
  "largest_force_ha_per_bohr": 0.022,
  "de_lowest_kj_mol": 29.1,
  "spin_multiplicity": 1,
  "elements": ["C", "C", "C", "C", "S", "C", "C", "N", "H", "H", "H", "H", "H", "H", "H", "H", "H", "H", "H"],
  "positions_angstrom": [[-0.997, -1.011, -2.068], [-0.735, 0.204, -1.202], [-1.156, 0.252, 0.280], [-0.532, -0.975, 0.943], [1.185, -0.960, 0.258], [0.664, 0.540, -0.643], [-0.083, 1.371, 0.439], [0.440, 1.659, 1.739], [-0.568, -1.902, -1.609], [-0.547, -0.908, -3.061], [-2.077, -1.150, -2.219], [-1.118, 1.098, -1.718], [-2.196, 0.435, 0.562], [-1.053, -1.882, 0.700], [-0.529, -0.896, 2.009], [1.480, 0.961, -1.255], [-0.470, 2.306, 0.006], [1.001, 2.475, 1.719], [1.065, 0.919, 2.065]]
}

---

{
  "formula": "C36H28BiIN2O2P",
  "method": "ωB97M-V/def2-TZVPD",
  "homo_lumo_gap_ev": 7.5,
  "total_charge": 1,
  "e_homo_ev": -10.8,
  "energy_ev": -68085.46379,
  "largest_force_ha_per_bohr": 0.014,
  "spin_multiplicity": 1,
  "elements": ["Bi", "C", "C", "N", "C", "C", "C", "O", "C", "C", "N", "C", "C", "C", "C", "C", "C", "I", "C", "O", "H", "H", "H", "H", "H", "H", "H", "H", "H", "H", "H", "H", "C", "C", "C", "C", "C", "C", "P", "C", "C", "C", "C", "C", "C", "C", "C", "C", "C", "C", "C", "C", "C", "C", "C", "H", "H", "H", "H", "H", "H", "H", "H", "H", "H", "H", "H", "H", "H", "H", "H"],
  "positions_angstrom": [[0.533, -0.659, -1.153], [-0.616, 4.013, -1.754], [0.797, 3.565, -1.981], [1.577, 4.311, -2.719], [2.856, 3.950, -2.944], [3.426, 2.833, -2.398], [4.867, 2.486, -2.689], [5.699, 2.495, -1.533], [2.605, 1.990, -1.596], [3.201, 0.961, -0.797], [2.577, -0.016, -0.214], [3.310, -0.853, 0.669], [4.435, -1.535, 0.206], [5.139, -2.383, 1.044], [4.726, -2.560, 2.356], [3.626, -1.868, 2.838], [2.926, -1.016, 2.000], [1.338, 0.110, 2.778], [1.241, 2.327, -1.411], [0.403, 1.600, -0.734], [-0.835, 4.843, -2.420], [-0.748, 4.347, -0.721], [-1.312, 3.191, -1.934], [3.422, 4.615, -3.587], [5.256, 3.164, -3.452], [4.928, 1.474, -3.092], [5.797, 3.402, -1.221], [4.266, 1.069, -0.596], [4.738, -1.408, -0.826], [6.010, -2.902, 0.669], [5.269, -3.228, 3.012], [3.319, -1.980, 3.869], [-5.219, 0.565, -3.019], [-4.559, -0.657, -3.019], [-3.541, -0.893, -2.110], [-3.186, 0.091, -1.187], [-3.834, 1.323, -1.205], [-4.849, 1.555, -2.121], [-1.843, -0.259, -0.011], [-2.142, 0.834, 1.414], [-2.766, 0.374, 2.571], [-3.055, 1.265, 3.593], [-2.718, 2.606, 3.473], [-2.060, 3.055, 2.337], [-1.764, 2.173, 1.310], [-2.100, -1.966, 0.536], [-3.356, -2.412, 0.877], [-3.535, -3.691, 1.428], [-2.453, -4.501, 1.636], [-1.155, -4.100, 1.247], [-0.049, -4.973, 1.384], [1.177, -4.621, 0.903], [1.355, -3.371, 0.275], [0.332, -2.461, 0.187], [-0.963, -2.816, 0.666], [-6.026, 0.741, -3.718], [-4.840, -1.429, -3.723], [-3.030, -1.849, -2.104], [-3.556, 2.093, -0.498], [-5.353, 2.512, -2.129], [-3.012, -0.669, 2.695], [-3.543, 0.909, 4.491], [-2.959, 3.298, 4.268], [-1.771, 4.095, 2.256], [-1.216, 2.503, 0.437], [-4.218, -1.773, 0.727], [-4.528, -4.023, 1.698], [-2.578, -5.480, 2.081], [-0.207, -5.938, 1.851], [2.013, -5.304, 0.975], [2.328, -3.144, -0.143]]
}

---

{
  "formula": "H10MgO9S",
  "method": "ωB97M-V/def2-TZVPD",
  "homo_lumo_gap_ev": [9.5, 7.2],
  "total_charge": 1,
  "e_homo_ev": [-13.4, -13.1],
  "energy_ev": -34866.06035,
  "largest_force_ha_per_bohr": 0.045,
  "de_lowest_kj_mol": 6.7,
  "spin_multiplicity": 2,
  "elements": ["Mg", "S", "O", "O", "O", "O", "O", "H", "H", "O", "H", "H", "O", "H", "H", "O", "H", "H", "O", "H", "H"],
  "positions_angstrom": [[-0.211, -0.326, -0.026], [0.601, 2.494, 1.154], [1.673, 2.619, 0.146], [1.164, 2.239, 2.515], [-0.293, 3.659, 1.311], [-0.179, 1.360, 0.679], [-0.487, -1.484, 1.591], [0.308, -1.776, 2.039], [-1.200, -1.750, 2.170], [0.023, 0.374, -1.917], [-0.439, 1.101, -2.334], [0.825, 0.274, -2.430], [-0.274, -2.177, -1.088], [-0.323, -1.987, -2.025], [0.089, -3.062, -1.041], [1.786, -0.255, 0.091], [2.257, 0.016, 0.879], [2.435, -0.192, -0.609], [-2.200, -0.314, -0.348], [-2.902, 0.250, -0.024], [-2.653, -1.064, -0.733]]
}

---

{
  "formula": "C8H14NP",
  "method": "ωB97M-V/def2-TZVPD",
  "homo_lumo_gap_ev": [7.8, 8.1],
  "smiles": "CC1=CCCC(C)(C)N=P1",
  "e_homo_ev": [-8.2, -9.1],
  "energy_ev": -19299.06073,
  "largest_force_ha_per_bohr": 0.119,
  "de_lowest_kj_mol": 136.0,
  "spin_multiplicity": 1,
  "elements": ["C", "C", "C", "C", "C", "C", "C", "C", "N", "P", "H", "H", "H", "H", "H", "H", "H", "H", "H", "H", "H", "H", "H", "H"],
  "positions_angstrom": [[1.078, 3.151, -1.497], [0.699, 1.845, -0.830], [1.452, 0.754, -1.026], [1.347, -0.608, -0.436], [0.569, -0.758, 0.867], [-0.976, -0.802, 0.790], [-1.492, -1.535, 2.052], [-1.459, -1.589, -0.445], [-1.626, 0.440, 0.830], [-0.832, 2.089, 0.108], [0.347, 3.421, -2.259], [2.058, 3.087, -1.968], [1.098, 3.953, -0.761], [2.293, 0.850, -1.707], [0.950, -1.287, -1.195], [2.372, -0.947, -0.250], [0.904, -1.689, 1.333], [0.834, 0.064, 1.539], [-2.580, -1.494, 2.078], [-1.110, -1.040, 2.946], [-1.172, -2.579, 2.053], [-0.990, -2.572, -0.470], [-1.227, -1.042, -1.357], [-2.538, -1.714, -0.395]]
}

---

{
  "formula": "C4H10N2O",
  "method": "ωB97M-V/def2-TZVPD",
  "homo_lumo_gap_ev": 9.9,
  "smiles": "NC[C@@H](N)CC=O",
  "e_homo_ev": -8.9,
  "energy_ev": -9337.20961,
  "largest_force_ha_per_bohr": 0.030,
  "de_lowest_kj_mol": 171.5,
  "spin_multiplicity": 1,
  "elements": ["N", "C", "C", "N", "C", "C", "O", "H", "H", "H", "H", "H", "H", "H", "H", "H", "H"],
  "positions_angstrom": [[-2.304, -0.895, -0.343], [-1.367, -0.240, 0.540], [-0.012, -0.095, -0.171], [-0.095, 0.913, -1.194], [1.084, 0.050, 0.873], [2.448, 0.075, 0.222], [3.420, 0.675, 0.577], [-2.134, -0.659, -1.302], [-3.259, -0.960, -0.059], [-1.262, -0.785, 1.476], [-1.682, 0.799, 0.742], [0.141, -1.053, -0.682], [0.361, 0.728, -2.069], [0.006, 1.841, -0.870], [1.083, -0.819, 1.517], [1.060, 0.983, 1.443], [2.513, -0.559, -0.702]]
}